1.
Here is a structure of composition C38H95BaN6O13 from OMol25. Energies are from the ωB97M-V functional and the def2-TZVPD basis.

```
153
Properties=species:S:1:pos:R:3:lowdin_charge:R:1
Ba 0.280 0.024 -4.238 2.001
C 1.558 1.083 -0.151 -0.075
C 0.361 0.153 -0.320 -0.472
O 0.365 -0.454 -1.552 -0.480
H 2.512 0.554 -0.225 0.076
H 1.545 1.559 0.828 0.044
H 1.559 1.819 -0.963 0.050
H -0.579 0.718 -0.133 0.074
H 0.443 -0.592 0.500 0.088
C -1.987 1.819 2.934 -0.094
O -1.205 2.985 2.864 -0.178
C -1.200 3.545 1.579 -0.239
C -0.101 4.584 1.425 -0.197
N 1.280 4.132 1.621 -0.037
C 1.567 3.902 3.033 -0.209
C 3.051 3.789 3.351 -0.241
O 3.216 3.229 4.623 -0.188
C 4.550 3.212 5.014 -0.137
H -1.691 1.082 2.171 0.077
H -3.053 2.038 2.774 0.085
H -1.908 1.317 3.897 0.096
H -2.164 4.049 1.401 0.122
H -1.045 2.767 0.813 0.092
H -0.289 5.439 2.074 0.122
H -0.170 4.952 0.392 0.105
H 1.384 3.241 1.151 0.052
H 1.067 3.034 3.471 0.099
H 1.219 4.761 3.612 0.128
H 3.501 4.794 3.340 0.123
H 3.588 3.190 2.595 0.123
H 5.164 2.506 4.438 0.087
H 4.674 2.939 6.062 0.090
H 4.985 4.220 4.927 0.089
C 1.702 0.003 3.634 -0.116
O 2.271 -1.025 4.385 -0.176
C 3.614 -0.782 4.736 -0.230
C 4.027 -1.884 5.686 -0.237
N 3.209 -1.881 6.857 -0.057
C 3.567 -2.922 7.810 -0.217
C 2.571 -3.003 8.933 -0.231
O 1.334 -3.441 8.385 -0.194
C 0.384 -3.689 9.376 -0.132
H 1.363 0.827 4.276 0.090
H 0.787 -0.343 3.144 0.080
H 2.373 0.377 2.850 0.081
H 3.726 0.166 5.279 0.122
H 4.274 -0.800 3.858 0.110
H 5.076 -1.755 5.974 0.124
H 3.990 -2.851 5.145 0.123
H 2.225 -1.931 6.633 0.110
H 4.553 -2.704 8.227 0.122
H 3.585 -3.916 7.329 0.126
H 2.409 -2.024 9.400 0.128
H 2.930 -3.726 9.676 0.124
H -0.548 -3.995 8.900 0.087
H 0.164 -2.795 9.975 0.090
H 0.693 -4.508 10.041 0.089
C 4.703 -3.163 1.447 -0.117
O 3.590 -3.952 1.136 -0.170
C 2.662 -3.259 0.345 -0.246
C 1.482 -4.151 0.073 -0.198
N 0.547 -3.439 -0.775 -0.060
C -0.845 -3.847 -0.735 -0.201
C -1.564 -3.307 0.495 -0.221
O -2.957 -3.509 0.475 -0.206
C -3.327 -4.847 0.758 -0.082
H 4.434 -2.262 2.019 0.073
H 5.244 -2.828 0.547 0.088
H 5.399 -3.746 2.047 0.092
H 3.145 -2.900 -0.578 0.123
H 2.316 -2.360 0.886 0.123
H 1.071 -4.388 1.066 0.123
H 1.833 -5.077 -0.390 0.125
H 0.553 -2.424 -0.778 0.053
H -0.868 -4.941 -0.761 0.115
H -1.350 -3.475 -1.630 0.105
H -1.420 -2.217 0.480 0.110
H -1.124 -3.626 1.447 0.128
H -2.792 -5.554 0.118 0.083
H -4.387 -4.937 0.536 0.076
H -3.173 -5.079 1.815 0.096
C -5.750 2.973 1.037 -0.108
O -5.357 1.629 1.089 -0.194
C -4.451 1.295 0.072 -0.259
C -4.024 -0.149 0.187 -0.200
N -4.963 -1.056 -0.477 -0.032
C -6.286 -1.044 0.147 -0.200
C -7.178 -2.130 -0.422 -0.240
O -6.749 -3.396 0.025 -0.194
C -7.500 -4.442 -0.547 -0.111
H -6.377 3.205 0.167 0.092
H -4.878 3.645 1.030 0.080
H -6.322 3.190 1.938 0.095
H -3.575 1.967 0.151 0.105
H -4.860 1.474 -0.938 0.116
H -3.901 -0.382 1.254 0.133
H -3.061 -0.234 -0.322 0.089
H -4.584 -1.991 -0.320 0.089
H -6.781 -0.100 -0.102 0.118
H -6.298 -1.115 1.243 0.134
H -7.213 -2.066 -1.520 0.123
H -8.210 -1.955 -0.078 0.127
H -7.003 -5.380 -0.306 0.083
H -7.546 -4.345 -1.639 0.087
H -8.522 -4.460 -0.152 0.091
C -2.333 -2.652 -4.850 -0.077
O -1.841 -1.657 -3.959 -0.392
C -2.772 -1.219 -2.967 -0.211
C -3.101 0.246 -3.244 -0.175
N -1.927 1.055 -2.927 -0.189
C -2.017 2.494 -3.016 -0.188
C -0.717 3.113 -2.542 -0.211
O 0.404 2.677 -3.299 -0.337
C 1.544 3.503 -3.101 -0.082
H -1.487 -3.074 -5.389 0.092
H -3.084 -2.251 -5.537 0.098
H -2.799 -3.462 -4.283 0.101
H -2.322 -1.322 -1.978 0.101
H -3.709 -1.780 -2.960 0.131
H -3.955 0.590 -2.651 0.104
H -3.366 0.290 -4.306 0.129
H -1.433 0.719 -2.101 0.058
H -2.840 2.924 -2.433 0.129
H -2.130 2.775 -4.072 0.129
H -0.547 2.764 -1.507 0.111
H -0.787 4.200 -2.445 0.138
H 2.420 2.915 -3.381 0.077
H 1.653 3.780 -2.050 0.096
H 1.498 4.394 -3.729 0.101
C 3.734 -0.012 -3.073 -0.073
O 3.015 -0.054 -4.309 -0.378
C 3.683 0.667 -5.343 -0.202
C 2.802 0.676 -6.578 -0.198
N 1.597 1.508 -6.389 -0.157
C 1.790 2.958 -6.560 -0.193
C 2.075 3.436 -7.969 -0.224
O 3.371 3.044 -8.350 -0.206
C 3.787 3.664 -9.553 -0.088
H 3.271 -0.721 -2.392 0.084
H 3.663 0.985 -2.621 0.087
H 4.790 -0.231 -3.243 0.102
H 4.634 0.187 -5.571 0.141
H 3.787 1.710 -5.025 0.122
H 2.452 -0.356 -6.728 0.122
H 3.366 0.933 -7.472 0.118
H 0.878 1.230 -7.052 0.099
H 2.560 3.318 -5.880 0.114
H 0.855 3.432 -6.240 0.122
H 2.001 4.531 -8.003 0.131
H 1.331 3.014 -8.664 0.134
H 3.131 3.386 -10.391 0.094
H 4.780 3.295 -9.788 0.093
H 3.754 4.752 -9.453 0.092
```

Properties
- Net charge: +1
- Energy relative to the best compared isomer or geometry (same formula, charge and spin): 0.0 kcal per mole
- 2S+1: 1
- Molecular weight: 981.54 Da
- Lowest unoccupied orbital energy: -0.107 Ha
- Energy: -2836.6196 Eh

=====

2.
Here is a structure of composition C38H95Br15N12O13P4 from OMol25. Energies are from the ωB97M-V functional and the def2-TZVPD basis.

```
177
Properties=species:S:1:pos:R:3:lowdin_charge:R:1
C -10.485 3.511 4.856 -1.530
Br -10.347 3.293 2.945 0.570
Br -12.090 4.551 5.359 0.501
Br -8.947 4.472 5.751 0.486
H -10.634 2.539 5.327 -0.027
C -2.538 0.328 10.340 -1.572
Br -1.532 -1.281 10.578 0.551
Br -2.110 1.403 11.926 0.521
Br -4.452 -0.146 10.225 0.514
H -2.379 0.896 9.424 -0.015
C -4.097 5.709 -5.807 -1.533
Br -3.809 7.625 -5.431 0.532
Br -4.742 5.433 -7.658 0.508
Br -5.453 4.899 -4.640 0.515
H -3.176 5.149 -5.642 -0.022
C -6.666 11.370 2.210 -1.494
Br -6.389 13.102 1.119 0.467
Br -6.666 11.572 4.151 0.555
Br -5.518 9.915 1.499 0.519
H -7.669 10.962 2.085 -0.047
C 6.895 4.440 11.039 -1.596
Br 5.376 5.293 11.855 0.567
Br 6.978 4.656 9.062 0.527
Br 7.157 2.642 11.769 0.545
H 7.777 4.974 11.393 -0.042
O -1.280 -10.116 10.139 -0.285
P -1.828 -10.811 8.970 0.560
N -0.873 -10.805 7.547 -0.259
C -0.582 -9.362 7.059 -0.109
C 0.280 -11.819 7.185 -0.064
N -3.391 -10.156 8.462 -0.292
C -3.835 -9.090 9.403 -0.137
C -4.414 -10.756 7.509 -0.082
N -2.281 -12.447 9.230 -0.295
C -2.642 -12.946 10.579 -0.109
C -2.504 -13.411 8.091 -0.121
H -1.421 -8.675 6.944 0.067
H -0.193 -9.390 6.041 0.060
H 0.234 -8.858 7.576 0.070
H 1.042 -11.955 7.953 0.072
H 0.768 -11.721 6.216 0.071
H -0.170 -12.805 7.066 0.039
H -3.995 -9.598 10.354 0.065
H -3.158 -8.269 9.643 0.068
H -4.743 -8.620 9.026 0.069
H -5.269 -10.083 7.570 0.066
H -4.140 -11.048 6.495 0.071
H -4.765 -11.646 8.032 0.058
H -3.253 -12.308 11.219 0.071
H -3.098 -13.933 10.503 0.074
H -1.768 -13.072 11.218 0.069
H -2.476 -12.816 7.178 0.055
H -3.501 -13.852 8.104 0.072
H -1.752 -14.197 8.159 0.074
O -0.841 2.032 4.111 -0.267
P -0.461 1.044 3.113 0.591
N -1.672 -0.217 2.894 -0.308
C -2.954 0.282 2.445 -0.145
C -1.690 -1.530 3.599 -0.104
N 0.936 0.100 3.454 -0.311
C 1.678 0.459 4.671 -0.127
C 1.616 -0.876 2.624 -0.135
N -0.104 1.582 1.513 -0.276
C -0.043 3.068 1.294 -0.109
C 0.062 0.603 0.315 -0.069
H -3.597 0.469 3.305 0.086
H -3.370 -0.271 1.604 0.080
H -2.743 1.221 1.933 0.066
H -0.770 -1.749 4.140 0.070
H -1.917 -2.378 2.953 0.069
H -2.560 -1.597 4.253 0.069
H 2.713 0.795 4.610 0.081
H 1.232 1.338 5.136 0.058
H 1.488 -0.325 5.403 0.078
H 2.220 -1.614 3.153 0.081
H 0.808 -1.320 2.042 0.067
H 2.406 -0.452 2.004 0.074
H 0.966 3.410 1.528 0.066
H -0.254 3.477 0.306 0.073
H -0.660 3.512 2.075 0.060
H -0.005 1.221 -0.581 0.067
H -0.819 -0.038 0.298 0.063
H 0.996 0.050 0.211 0.053
O 2.513 11.166 -8.143 -0.291
P 3.828 10.469 -8.136 0.625
N 4.600 9.901 -9.586 -0.316
C 3.844 9.760 -10.831 -0.122
C 6.020 9.787 -9.790 -0.130
N 3.878 9.016 -7.148 -0.301
C 3.608 9.189 -5.746 -0.144
C 3.372 7.815 -7.838 -0.120
N 5.058 11.409 -7.418 -0.302
C 6.328 10.878 -6.738 -0.097
C 4.788 12.812 -7.037 -0.122
H 2.950 9.221 -10.518 0.063
H 4.322 9.061 -11.518 0.080
H 3.471 10.641 -11.354 0.080
H 6.528 10.617 -9.299 0.067
H 6.352 9.744 -10.827 0.080
H 6.295 8.776 -9.488 0.080
H 4.159 10.012 -5.289 0.064
H 2.582 9.372 -5.427 0.081
H 3.989 8.314 -5.219 0.082
H 4.097 7.549 -8.607 0.065
H 3.264 6.938 -7.200 0.079
H 2.415 7.919 -8.349 0.072
H 6.313 11.077 -5.666 0.069
H 6.422 9.826 -7.007 0.067
H 7.194 11.450 -7.070 0.070
H 4.623 12.962 -5.970 0.075
H 3.956 13.291 -7.555 0.073
H 5.680 13.365 -7.329 0.072
O -1.079 -0.012 -8.486 -0.289
P -1.293 -1.096 -9.476 0.588
N 0.039 -2.142 -9.606 -0.322
C 0.841 -2.276 -8.435 -0.123
C 0.107 -3.125 -10.628 -0.125
N -1.421 -0.558 -11.080 -0.331
C -0.645 0.610 -11.454 -0.104
C -2.338 -1.128 -12.061 -0.128
N -2.718 -2.058 -9.203 -0.317
C -2.828 -3.394 -8.645 -0.116
C -3.929 -1.264 -8.933 -0.115
H 1.262 -1.303 -8.182 0.079
H 1.639 -3.010 -8.549 0.085
H 0.177 -2.604 -7.635 0.076
H -0.433 -4.028 -10.346 0.067
H 1.121 -3.433 -10.883 0.086
H -0.280 -2.735 -11.570 0.070
H -0.390 0.678 -12.512 0.084
H -1.305 1.427 -11.164 0.080
H 0.201 0.698 -10.772 0.075
H -1.826 -1.391 -12.987 0.076
H -2.756 -2.005 -11.567 0.067
H -3.134 -0.437 -12.337 0.076
H -3.607 -3.877 -9.235 0.086
H -1.948 -3.971 -8.932 0.056
H -2.956 -3.389 -7.563 0.088
H -3.833 -0.715 -7.996 0.078
H -4.797 -1.905 -8.778 0.079
H -4.090 -0.597 -9.780 0.074
C -15.702 -2.543 8.139 -0.068
O -14.405 -2.408 7.642 0.010
C -13.751 -3.535 7.364 -0.607
O -14.171 -4.639 7.442 0.151
O -12.495 -3.264 6.942 -0.026
C -11.705 -4.143 6.164 -0.045
H -15.915 -1.528 8.474 0.094
H -15.807 -3.147 9.040 0.103
H -16.444 -2.759 7.371 0.102
H -11.314 -4.877 6.869 0.097
H -10.900 -3.693 5.583 0.092
H -12.385 -4.585 5.436 0.096
C 13.539 5.290 -0.107 -0.052
O 12.246 5.383 0.450 -0.015
C 11.148 4.752 -0.016 -0.513
O 11.133 4.099 -1.105 0.058
O 10.083 5.006 0.748 -0.025
C 8.940 4.217 0.757 -0.046
H 14.208 5.630 0.684 0.091
H 13.625 6.021 -0.911 0.097
H 13.900 4.300 -0.385 0.099
H 8.485 4.432 1.724 0.100
H 9.230 3.176 0.616 0.104
H 8.383 4.646 -0.076 0.103
C 8.101 -8.153 0.735 -0.018
O 9.044 -7.087 1.020 0.018
C 8.814 -5.832 0.699 -0.610
O 9.403 -4.843 1.117 0.117
O 7.930 -5.779 -0.286 -0.019
C 7.750 -4.578 -1.022 -0.049
H 8.450 -8.639 -0.176 0.095
H 7.077 -7.798 0.615 0.094
H 8.086 -8.913 1.516 0.092
H 7.221 -4.689 -1.968 0.091
H 8.650 -4.038 -1.317 0.096
H 7.173 -3.820 -0.492 0.094
```

Properties
- 2S+1: 1
- Molecular weight: 2250.70 Da
- Lowest unoccupied orbital energy: -0.022 Ha
- Energy: -43115.5536 Eh

=====

3.
Here is a structure of composition C38H96BeN6O12 from OMol25. Energies are from the ωB97M-V functional and the def2-TZVPD basis.

```
153
Properties=species:S:1:pos:R:3:lowdin_charge:R:1
Be -11.871 -33.716 4.266 0.960
C -8.477 -32.730 0.832 -0.088
C -8.599 -32.991 2.363 -0.606
C -8.221 -31.652 3.045 -0.066
O -9.793 -33.601 2.767 -0.293
H -9.304 -32.183 0.379 0.066
H -8.207 -33.574 0.197 0.040
H -7.642 -32.112 0.503 0.061
H -7.690 -33.582 2.472 0.092
H -8.038 -31.911 4.088 0.045
H -9.002 -30.917 2.851 0.064
H -7.316 -31.218 2.622 0.071
C -12.743 -28.857 5.129 -0.063
C -11.825 -30.020 4.665 -0.594
C -10.355 -29.726 4.972 -0.071
O -12.223 -31.298 5.084 -0.302
H -12.598 -28.742 6.203 0.065
H -13.756 -29.042 4.773 0.056
H -12.387 -27.899 4.749 0.073
H -11.846 -29.965 3.576 0.083
H -10.046 -29.169 4.087 0.075
H -9.773 -30.647 4.984 0.035
H -10.119 -29.273 5.935 0.072
C -12.999 -31.476 1.528 -0.099
O -13.274 -32.803 1.910 -0.243
C -13.065 -33.791 0.886 -0.173
C -13.333 -35.303 1.277 -0.160
N -12.357 -35.544 2.320 -0.040
C -12.491 -36.875 2.971 -0.144
C -11.288 -37.172 3.860 -0.231
O -10.924 -36.136 4.728 -0.229
C -9.545 -36.300 5.113 -0.063
H -11.938 -31.234 1.596 0.092
H -13.458 -30.836 2.281 0.074
H -13.610 -31.166 0.680 0.092
H -12.012 -33.744 0.609 0.108
H -13.773 -33.611 0.077 0.119
H -13.009 -35.919 0.439 0.108
H -14.398 -35.356 1.507 0.111
H -11.451 -35.592 1.876 0.059
H -12.573 -37.672 2.232 0.115
H -13.365 -36.791 3.617 0.103
H -10.436 -37.343 3.202 0.099
H -11.470 -38.084 4.428 0.128
H -9.346 -37.263 5.585 0.100
H -9.332 -35.571 5.894 0.064
H -8.823 -36.167 4.307 0.066
C -11.536 -39.669 -0.093 -0.086
O -11.581 -38.233 -0.241 -0.213
C -10.453 -37.698 -0.904 -0.213
C -10.051 -36.336 -0.318 -0.168
N -9.511 -36.310 1.062 -0.043
C -8.392 -37.230 1.303 -0.186
C -7.218 -36.946 0.371 -0.173
O -6.050 -37.547 1.064 -0.217
C -4.754 -37.203 0.513 -0.106
H -11.458 -40.268 -1.000 0.088
H -12.481 -39.931 0.383 0.084
H -10.763 -39.889 0.644 0.083
H -10.657 -37.767 -1.973 0.126
H -9.664 -38.438 -0.773 0.097
H -10.883 -35.634 -0.372 0.101
H -9.323 -35.893 -0.997 0.107
H -9.385 -35.345 1.332 0.067
H -8.661 -38.279 1.180 0.112
H -8.007 -37.026 2.302 0.108
H -7.053 -35.873 0.275 0.115
H -7.298 -37.460 -0.587 0.117
H -4.673 -37.466 -0.542 0.077
H -3.928 -37.699 1.024 0.079
H -4.544 -36.136 0.590 0.077
C -7.665 -32.028 10.128 -0.140
O -8.223 -32.862 9.165 -0.190
C -8.298 -32.208 7.858 -0.163
C -8.878 -33.130 6.752 -0.193
N -10.322 -33.177 6.498 -0.043
C -11.007 -33.488 7.743 -0.179
C -12.538 -33.729 7.508 -0.124
O -12.766 -34.775 6.480 -0.263
C -12.609 -36.099 6.994 -0.089
H -7.771 -32.477 11.116 0.088
H -8.139 -31.052 10.231 0.086
H -6.597 -31.898 9.950 0.076
H -7.374 -31.772 7.480 0.112
H -9.032 -31.408 7.954 0.114
H -8.417 -34.105 6.909 0.102
H -8.507 -32.778 5.789 0.091
H -10.627 -32.251 6.232 0.053
H -10.783 -32.718 8.481 0.118
H -10.514 -34.393 8.099 0.114
H -12.998 -32.779 7.235 0.097
H -12.933 -34.101 8.453 0.115
H -13.389 -36.201 7.748 0.095
H -11.626 -36.227 7.448 0.088
H -12.722 -36.815 6.180 0.077
C -6.174 -35.073 4.871 -0.080
O -5.790 -34.312 6.042 -0.202
C -4.612 -34.763 6.694 -0.208
C -4.444 -34.043 8.089 -0.167
N -4.303 -32.567 8.092 -0.059
C -3.221 -32.013 7.274 -0.194
C -1.780 -32.431 7.782 -0.265
O -0.757 -31.592 7.393 -0.164
C -0.531 -31.728 5.971 -0.087
H -7.147 -34.745 4.505 0.065
H -6.229 -36.142 5.074 0.080
H -5.359 -35.138 4.150 0.086
H -3.749 -34.526 6.072 0.107
H -4.627 -35.839 6.867 0.116
H -3.605 -34.508 8.607 0.103
H -5.279 -34.280 8.749 0.109
H -5.185 -32.131 7.868 0.075
H -3.172 -30.928 7.364 0.119
H -3.374 -32.219 6.215 0.098
H -1.659 -33.510 7.694 0.107
H -1.799 -32.352 8.869 0.122
H -1.329 -31.319 5.352 0.082
H -0.469 -32.790 5.735 0.083
H 0.442 -31.354 5.652 0.085
C -15.694 -35.506 5.308 -0.022
C -15.605 -34.479 4.138 -0.395
C -16.885 -33.714 3.864 -0.185
O -17.745 -34.630 3.195 -0.175
C -18.885 -34.066 2.647 -0.125
N -14.455 -33.636 4.404 0.066
H -14.779 -36.096 5.258 0.043
H -16.465 -36.269 5.199 0.081
H -15.716 -35.043 6.294 0.074
H -15.356 -35.011 3.220 0.110
H -16.537 -32.892 3.239 0.122
H -17.308 -33.234 4.746 0.127
H -19.502 -34.827 2.170 0.089
H -18.570 -33.361 1.877 0.086
H -19.461 -33.556 3.420 0.088
H -14.632 -32.838 3.810 0.048
H -14.705 -33.222 5.291 0.029
C -16.202 -31.926 7.906 -0.051
C -15.875 -30.757 6.978 -0.407
C -15.081 -29.585 7.627 -0.197
O -15.750 -29.301 8.866 -0.221
C -15.355 -28.055 9.568 -0.052
N -15.137 -31.311 5.858 0.045
H -15.412 -32.135 8.628 0.074
H -16.381 -32.804 7.285 0.057
H -17.038 -31.732 8.578 0.074
H -16.793 -30.259 6.664 0.138
H -15.029 -28.720 6.966 0.112
H -14.060 -29.916 7.817 0.115
H -15.810 -27.999 10.557 0.079
H -15.790 -27.237 8.993 0.078
H -14.266 -28.057 9.578 0.082
H -15.216 -30.550 5.199 0.072
H -14.147 -31.311 6.057 0.029
```

Properties
- 2S+1: 1
- Molecular weight: 838.23 Da
- Lowest unoccupied orbital energy: 0.012 Ha
- Energy: -2751.1598 Eh